No. 1
20
Properties=species:S:1:pos:R:3:mulliken_charge:R:1 method="wB97M-V/def2-TZVPD" spin_multiplicity=2 total_charge=+1 homo_lumo_gap_ha="0.297 / 0.175"
C 1.276 0.689 -0.409 -0.5204
C 0.490 1.435 -1.488 -0.5500
C -0.977 1.426 -1.176 0.7772
C -1.787 0.541 -1.898 -0.7517
C -1.504 2.216 -0.044 -1.0199
N 0.885 -0.690 -0.185 -0.5273
H 1.397 1.267 0.521 0.3609
H 2.326 0.746 -0.734 0.3479
H 0.651 0.984 -2.458 0.3910
H 0.832 2.462 -1.494 0.3082
H -2.710 0.133 -1.504 0.3238
H -1.613 0.247 -2.922 0.3202
H -2.360 1.758 0.441 0.3980
H -0.660 2.289 0.645 0.2980
H -1.687 3.260 -0.338 0.3477
H -0.124 -0.799 -0.204 0.2189
H 1.141 -0.983 0.751 0.2775
H 0.771 -5.595 3.830 0.3095
H 2.248 -5.526 4.162 0.3193
O 1.406 -5.859 4.503 -0.6289

---

No. 2
66
Properties=species:S:1:pos:R:3:mulliken_charge:R:1 method="wB97M-V/def2-TZVPD" spin_multiplicity=1 homo_lumo_gap_ha=0.267
C -5.182 -3.411 -0.110 -1.1511
C -5.788 -2.084 -0.521 0.6512
O -6.679 -1.984 -1.334 -0.6300
N -5.179 -1.039 0.109 -0.0085
C -5.494 0.312 0.033 0.2578
C -6.783 0.709 -0.328 -0.5560
C -7.129 2.041 -0.410 -0.5659
C -6.184 3.019 -0.137 -0.7558
C -4.903 2.645 0.200 -0.6416
C -4.523 1.299 0.301 0.6383
C -3.100 1.084 0.596 0.6845
N -2.302 1.979 0.095 -0.6770
C -0.967 1.954 0.325 0.8440
C -0.133 2.916 -0.263 -0.6888
C 1.224 2.878 -0.046 -0.2933
C 1.785 1.885 0.768 0.1916
C 0.975 0.956 1.395 -0.9671
C -0.395 0.978 1.166 0.2713
N -1.248 0.062 1.718 0.1072
C -2.588 -0.001 1.463 0.0571
O -3.245 -0.909 1.964 -0.8314
H -0.868 -0.652 2.331 0.2868
H 1.410 0.212 2.045 0.4560
C 3.244 1.783 1.070 0.2873
O 3.632 1.755 2.224 -0.6728
N 4.107 1.713 0.022 0.0830
C 3.752 1.450 -1.354 -0.6639
H 4.244 2.192 -1.993 0.4179
H 2.674 1.547 -1.475 0.3078
C 4.215 0.014 -1.746 0.0305
N 4.416 -0.773 -0.549 0.1269
C 3.344 -1.451 0.020 0.7326
C 3.562 -2.329 1.089 -0.5297
C 2.521 -3.046 1.641 -1.0288
C 1.238 -2.948 1.131 -0.6073
C 0.998 -2.114 0.049 0.1399
C 2.039 -1.362 -0.476 0.2654
H 1.797 -0.697 -1.291 0.2572
C -0.364 -2.040 -0.578 -1.7284
H -0.575 -1.039 -0.953 0.3293
H -1.139 -2.328 0.129 0.3178
H -0.414 -2.727 -1.423 0.4835
H 0.434 -3.528 1.559 0.4750
H 2.718 -3.707 2.473 0.4172
H 4.556 -2.474 1.481 0.5434
C 5.484 -0.263 0.293 -0.8917
H 5.339 -0.627 1.308 0.5296
C 5.457 1.285 0.325 -1.0922
H 6.133 1.729 -0.407 0.3640
H 5.718 1.648 1.319 0.4399
H 6.454 -0.622 -0.070 0.3228
H 3.434 -0.469 -2.336 0.5319
C 5.468 0.011 -2.626 -1.8546
H 5.232 0.461 -3.587 0.4611
H 5.786 -1.014 -2.795 0.4207
H 6.294 0.561 -2.186 0.3311
H 1.865 3.626 -0.489 0.5118
H -0.585 3.670 -0.886 0.5134
H -4.153 3.393 0.406 0.4396
H -6.446 4.065 -0.190 0.3859
H -8.137 2.316 -0.680 0.4047
H -7.510 -0.054 -0.550 0.4290
H -4.446 -1.262 0.784 0.2102
H -5.187 -3.508 0.973 0.3313
H -4.152 -3.466 -0.458 0.2115
H -5.751 -4.221 -0.555 0.3371

---

No. 3
20
Properties=species:S:1:pos:R:3:mulliken_charge:R:1 method="wB97M-V/def2-TZVPD" spin_multiplicity=1 homo_lumo_gap_ha=0.372
C 2.245 -0.321 0.711 -1.1318
C 0.697 -0.377 0.923 -0.1825
C 0.033 0.242 -0.310 -0.6284
C -2.289 -0.279 -0.234 -0.3853
N -1.356 0.538 0.018 -0.2869
H 2.842 -0.766 1.510 0.3360
H 2.350 -0.863 -0.225 0.2844
H 2.692 0.673 0.556 0.3160
H 0.444 0.132 1.851 0.3014
H 0.411 -1.416 1.019 0.2397
H 0.037 -0.584 -1.047 0.2643
H 0.428 1.168 -0.710 0.3682
H -2.082 -1.174 -0.831 0.2409
H -3.137 -0.205 0.439 0.2967
H -0.553 -1.665 -4.004 0.3141
H 0.922 -1.167 -4.133 0.3121
O 0.366 -1.886 -3.858 -0.6432
H -1.194 2.601 1.978 0.3219
H -1.154 2.787 3.558 0.3109
O -1.702 2.564 2.788 -0.6486

---

No. 4
22
Properties=species:S:1:pos:R:3:mulliken_charge:R:1 method="wB97M-V/def2-TZVPD" spin_multiplicity=1 homo_lumo_gap_ha=0.315
C 0.765 -1.059 0.636 0.5579
C 1.379 -2.007 1.339 -0.6191
C 2.758 -1.872 1.756 -0.1329
C 3.597 -0.890 1.299 -0.7664
C 2.826 0.088 0.542 -0.2815
C 1.508 0.037 0.089 0.5456
C -0.782 0.942 -0.950 1.0772
C -1.496 1.796 -1.756 -0.4453
C -2.897 1.942 -1.838 -0.6532
C -3.657 1.045 -0.838 -0.5148
C -2.730 -0.052 -0.441 -0.4511
C -1.298 -0.076 -0.418 0.3059
H 0.922 -3.019 1.828 0.1984
H 3.045 -2.605 2.458 0.3622
H 4.681 -0.596 1.851 0.2248
H 3.198 1.157 0.299 0.1956
H -0.742 2.321 -2.459 0.2056
H -3.482 2.851 -2.134 0.3165
H -4.713 0.917 -0.483 0.3347
H -3.212 -1.012 -0.024 0.2642
O -0.620 -1.166 0.253 -0.3923
S 0.951 1.260 -1.008 -0.3320

---

No. 5
17
Properties=species:S:1:pos:R:3:mulliken_charge:R:1 method="wB97M-V/def2-TZVPD" spin_multiplicity=2 total_charge=-1 homo_lumo_gap_ha="0.210 / 0.232"
O -0.357 0.887 -2.479 -0.4384
C -1.152 0.548 -1.481 0.1860
O -2.299 0.191 -1.541 -0.5587
C -0.398 0.468 -0.109 0.6057
C 0.716 -0.572 -0.377 -0.9745
C 1.454 -1.058 0.880 -0.2936
S 0.431 -1.157 2.324 -0.5776
N 0.198 1.699 0.316 -0.5716
H -0.456 -0.143 -2.478 0.3498
H -1.155 0.066 0.561 0.3126
H 0.493 -1.423 -1.047 0.1521
H 1.364 0.040 -1.028 0.4116
H 1.957 -2.011 0.733 0.3467
H 2.309 -0.165 1.142 -0.9420
H 2.999 0.465 1.405 0.5833
H 0.276 1.840 1.313 0.2404
H -0.117 2.567 -0.086 0.1684

---

No. 6
79
Properties=species:S:1:pos:R:3:mulliken_charge:R:1 method="wB97M-V/def2-TZVPD" spin_multiplicity=4 total_charge=-1 homo_lumo_gap_ha="0.224 / 0.220"
V -0.534 0.216 -0.022 0.4062
N 0.097 4.333 -0.265 0.0289
C 1.424 4.741 -0.031 0.0021
C 1.732 6.089 -0.048 -0.8822
C 3.037 6.515 0.171 -0.4501
C 4.032 5.580 0.396 -0.7316
C 3.714 4.226 0.406 -0.2604
C 2.414 3.792 0.198 0.4855
S 2.110 2.044 0.299 -0.2396
N 0.407 2.013 -0.011 0.0241
C -0.318 3.033 -0.284 0.6119
C -1.698 2.726 -0.728 0.9078
C -2.632 3.670 -1.121 -0.8422
C -3.845 3.249 -1.631 -0.8304
C -4.079 1.886 -1.768 -1.1215
C -3.118 0.997 -1.340 -0.6578
N -1.959 1.405 -0.791 0.9075
H -0.593 5.052 -0.373 0.0530
H 0.945 6.813 -0.235 0.3534
H 3.262 7.574 0.170 0.3651
H 5.052 5.897 0.572 0.4057
H 4.477 3.481 0.586 0.3619
H -2.421 4.728 -1.037 0.4133
H -4.594 3.972 -1.925 0.3951
H -4.995 1.509 -2.201 0.5160
H -3.252 -0.075 -1.403 0.8454
C -4.227 -0.482 1.829 -0.4766
C -4.891 -1.193 0.666 0.5557
C -5.980 -2.164 1.077 -1.5243
O -3.934 -1.835 -0.210 -0.3046
P -2.855 -2.992 0.086 0.4942
S -3.134 -4.481 -1.136 -0.5355
S -1.008 -2.232 0.042 -0.1846
O -3.217 -3.312 1.606 -0.2746
C -2.431 -4.053 2.590 0.3482
C -1.667 -3.055 3.437 -1.0718
C -1.542 -5.129 1.995 -1.3258
H -4.957 0.174 2.311 0.5038
H -3.393 0.135 1.495 -0.1946
H -3.851 -1.190 2.563 -0.0486
H -5.331 -0.436 0.011 0.3245
H -5.591 -2.904 1.776 0.1957
H -6.372 -2.687 0.205 0.3641
H -6.795 -1.616 1.558 0.4762
H -3.197 -4.538 3.198 0.2399
H -0.950 -2.501 2.833 0.0762
H -1.127 -3.583 4.227 0.4843
H -2.344 -2.337 3.901 0.3002
H -0.729 -4.698 1.412 0.2081
H -2.107 -5.799 1.348 0.3561
H -1.110 -5.702 2.818 0.4732
C 6.617 1.673 0.183 -1.3638
C 5.947 0.345 -0.050 1.0975
C 6.622 -0.674 -0.704 -0.7752
C 5.887 -1.824 -0.926 -0.1444
N 4.646 -1.996 -0.513 -0.4271
C 4.060 -0.979 0.197 -0.2279
S 2.505 -1.257 0.877 -0.1957
N 4.700 0.218 0.384 -0.2926
H 7.700 1.594 0.086 0.3999
H 6.377 2.043 1.180 0.3499
H 6.265 2.407 -0.546 0.2158
H 7.648 -0.572 -1.030 0.3324
H 6.326 -2.658 -1.472 0.3854
O 0.202 0.004 -2.058 -0.6224
N 0.631 -1.185 -2.486 0.2311
C 1.926 -1.486 -2.369 -0.4390
C 2.376 -2.740 -2.740 -0.6047
C 1.476 -3.659 -3.245 -0.2210
C 0.141 -3.306 -3.378 -0.5889
C -0.264 -2.054 -2.979 -0.1992
H 2.537 -0.709 -1.939 0.8058
H 3.416 -2.971 -2.570 0.3347
H 1.805 -4.654 -3.512 0.3776
H -0.607 -4.000 -3.732 0.4084
H -1.282 -1.703 -2.999 0.3976
O -1.822 1.960 2.339 -0.4120
N -1.135 1.079 2.824 0.1211
O -0.625 0.248 1.957 -0.4696

---

No. 7
40
Properties=species:S:1:pos:R:3:mulliken_charge:R:1 method="wB97M-V/def2-TZVPD" spin_multiplicity=2 homo_lumo_gap_ha="0.263 / 0.289"
C 3.111 -2.824 2.974 -0.1206
C 2.227 -2.063 3.316 -0.3602
C 1.120 -1.066 3.820 0.1571
O 0.027 -1.835 4.365 -0.2792
C -0.897 -2.208 3.395 0.7258
O -2.060 -1.789 3.476 -0.5064
O -0.630 -3.089 2.328 -0.4423
I -0.632 -4.930 3.182 0.2663
H 3.896 -3.621 3.025 0.3596
H 0.823 -0.304 3.048 -0.0180
H 1.604 -0.498 4.676 0.2976
C -0.580 2.003 -3.143 -1.5485
C 0.362 1.778 -1.935 1.5276
C 1.240 0.525 -2.141 -1.2790
C 0.529 -0.792 -1.870 -0.7801
C -0.117 -0.768 -0.490 -0.7891
C -1.073 0.424 -0.309 1.7404
N -0.442 1.734 -0.675 0.3804
O 0.369 2.082 0.332 -0.5627
C -2.341 0.165 -1.156 -2.0198
C -1.599 0.414 1.139 -1.6742
C 1.313 2.997 -2.015 -1.7672
H -1.499 1.426 -3.120 0.2995
H -0.887 3.051 -3.207 0.3961
H -0.078 1.750 -4.080 0.3452
H 2.109 0.577 -1.475 0.3737
H 1.644 0.512 -3.158 0.4240
H -0.213 -0.991 -2.651 0.3441
H 1.250 -1.613 -1.920 0.4143
H -0.651 -1.709 -0.326 0.3178
H 0.676 -0.734 0.268 0.2564
H -2.984 1.049 -1.183 0.4115
H -2.931 -0.649 -0.727 0.4294
H -2.132 -0.149 -2.179 0.4001
H -0.802 0.458 1.884 0.1632
H -2.154 -0.501 1.354 0.4128
H -2.276 1.255 1.318 0.4849
H 0.782 3.933 -1.811 0.4621
H 1.745 3.077 -3.015 0.3906
H 2.149 2.921 -1.316 0.3667

---

No. 8
149
Properties=species:S:1:pos:R:3:mulliken_charge:R:1 method="wB97M-V/def2-TZVPD" spin_multiplicity=1 total_charge=-1 homo_lumo_gap_ha=0.204
C 6.240 -1.153 3.744 -0.8992
C 4.990 -0.221 3.293 -0.4442
N 3.996 -0.901 2.422 -0.0637
C 4.190 -0.577 0.960 0.0582
C 3.418 -1.836 0.226 0.1453
O 3.805 -3.050 0.350 -0.7402
O 2.319 -1.594 -0.605 -0.6750
C 5.701 -0.721 0.450 0.2753
C 5.705 -1.039 -1.150 -1.1052
F 6.592 0.375 0.736 -0.3861
N 3.452 0.619 0.504 0.1918
F 4.181 1.510 -0.235 0.0400
C 2.545 1.236 1.489 -1.2053
C 1.169 0.411 1.717 1.3310
C 0.104 0.372 0.592 -0.3078
C -1.255 -0.376 0.658 -0.7125
C -1.571 -1.127 2.010 1.0462
C -2.946 -1.960 2.200 -0.6156
C -0.535 -1.087 3.209 -0.2788
C 0.830 -0.329 3.047 -0.5861
H 6.391 -0.981 4.880 0.3362
H 7.229 -0.844 3.253 0.2313
H 6.057 -2.271 3.588 0.1051
H 5.339 0.800 2.875 0.2079
H 4.440 0.046 4.281 0.3878
H 4.119 -1.913 2.583 0.2207
H 6.130 -1.682 0.932 0.2157
H 5.637 -2.175 -1.334 0.3039
H 4.853 -0.484 -1.695 0.2483
H 6.744 -0.733 -1.566 0.3696
H 3.005 1.515 2.498 0.1582
H 2.192 2.238 1.024 0.3696
H 0.376 0.930 -0.381 0.4011
H -1.992 -0.382 -0.228 0.2814
H -3.248 -2.017 3.301 0.1677
H -3.763 -1.559 1.510 -0.0300
H -2.710 -3.030 1.821 0.0810
H -0.826 -1.634 4.176 -0.1822
H 1.550 -0.321 3.944 0.1099
C -3.380 4.870 0.256 -0.4716
C -3.782 3.447 -0.100 0.0203
O -2.576 2.689 -0.023 0.0215
S -1.622 3.326 1.126 0.6921
O -1.801 2.572 2.332 -0.6483
O -0.333 3.582 0.554 -0.4630
O -2.406 4.739 1.291 -0.3202
H -2.909 5.371 -0.594 0.2392
H -4.227 5.464 0.603 0.3446
H -4.219 3.374 -1.096 0.2993
H -4.482 3.038 0.635 -0.0093
C 1.978 6.083 -1.831 -0.2658
C 1.254 4.799 -2.204 0.2140
O 0.251 5.197 -3.137 -0.1593
S 0.798 6.461 -3.997 1.1202
O 1.316 5.969 -5.240 -0.5651
O -0.170 7.514 -3.919 -0.5813
O 2.053 6.840 -3.040 -0.3343
H 1.404 6.662 -1.102 0.3148
H 2.978 5.894 -1.437 0.2972
H 0.803 4.310 -1.339 -0.1621
H 1.927 4.099 -2.708 0.2097
C 6.038 -6.570 3.611 -0.3101
C 6.729 -6.270 4.934 -0.3675
O 5.984 -5.195 5.505 -0.2979
S 4.427 -5.336 5.062 0.9253
O 3.715 -5.981 6.125 -0.5901
O 4.008 -4.095 4.485 -0.3015
O 4.643 -6.415 3.869 -0.2858
H 6.325 -5.846 2.843 0.2782
H 6.250 -7.579 3.255 0.3100
H 7.773 -5.988 4.803 0.3178
H 6.665 -7.124 5.615 0.2952
C -1.033 2.993 -6.309 -0.3385
C -2.166 2.006 -6.546 -0.3630
O -2.214 1.205 -5.365 -0.3154
S -1.768 2.110 -4.093 1.2158
O -2.956 2.584 -3.442 -0.5862
O -0.720 1.428 -3.398 -0.5043
O -1.121 3.343 -4.927 -0.1933
H -0.060 2.526 -6.481 0.2943
H -1.124 3.882 -6.934 0.3390
H -1.999 1.386 -7.425 0.1903
H -3.125 2.523 -6.643 0.2774
C -7.234 -1.706 -2.011 -0.4137
C -5.745 -1.917 -1.781 -0.2928
O -5.211 -0.610 -1.592 -0.1777
S -6.330 0.322 -0.878 1.0177
O -6.061 0.349 0.531 -0.4821
O -6.490 1.510 -1.661 -0.5784
O -7.607 -0.646 -1.129 -0.3284
H -7.433 -1.382 -3.036 0.3009
H -7.817 -2.603 -1.795 0.3203
H -5.261 -2.414 -2.622 0.3292
H -5.562 -2.489 -0.867 0.2278
C -3.464 0.794 -11.837 -0.3145
C -1.979 0.559 -11.608 -0.3192
O -1.422 1.860 -11.422 -0.3236
S -2.526 2.811 -10.706 0.9884
O -2.254 2.834 -9.298 -0.3385
O -2.674 4.000 -11.488 -0.5637
O -3.818 1.860 -10.956 -0.3191
H -3.659 1.121 -12.862 0.2757
H -4.060 -0.093 -11.620 0.3140
H -1.503 0.054 -12.449 0.3141
H -1.807 -0.017 -10.694 0.2718
C -0.874 -6.309 0.864 -0.2980
C -2.029 -6.771 1.739 -0.2688
O -3.202 -6.263 1.101 -0.3129
S -2.960 -6.229 -0.503 1.0243
O -3.542 -7.412 -1.069 -0.5804
O -3.257 -4.911 -0.971 -0.3990
O -1.351 -6.421 -0.479 -0.3158
H -0.630 -5.260 1.053 0.2912
H 0.019 -6.919 1.004 0.2871
H -1.953 -6.396 2.760 0.2666
H -2.100 -7.862 1.757 0.3175
C -3.799 1.307 4.107 0.6815
C -5.242 1.485 3.665 -0.1294
O -6.027 1.074 4.788 -0.3620
S -5.225 1.432 6.152 1.0784
O -5.727 2.677 6.656 -0.5875
O -5.146 0.245 6.954 -0.5308
O -3.775 1.703 5.484 -0.3071
H -3.494 0.258 4.050 -0.1793
H -3.108 1.917 3.522 0.0470
H -5.484 0.887 2.786 0.1916
H -5.466 2.537 3.461 0.3263
C 7.015 3.766 -1.278 -0.2706
C 5.697 3.356 -1.915 0.0308
O 5.345 4.445 -2.772 -0.2332
S 6.700 5.124 -3.349 1.1496
O 6.952 4.589 -4.655 -0.5623
O 6.651 6.531 -3.083 -0.5621
O 7.741 4.437 -2.311 -0.3511
H 6.855 4.474 -0.460 0.3652
H 7.579 2.908 -0.910 0.2291
H 4.917 3.179 -1.177 0.0788
H 5.820 2.463 -2.536 0.1584
C -3.083 -3.614 8.417 -0.3768
C -2.976 -2.155 7.999 -0.2084
O -1.879 -2.112 7.087 -0.3048
S -1.808 -3.514 6.273 1.0512
O -2.455 -3.328 5.012 -0.4578
O -0.484 -4.042 6.394 -0.5538
O -2.799 -4.366 7.238 -0.3130
H -2.331 -3.865 9.171 0.2943
H -4.074 -3.862 8.798 0.3043
H -2.799 -1.491 8.846 0.3278
H -3.873 -1.830 7.465 0.2217